112
Properties=species:S:1:pos:R:3:forces:R:3:mulliken_charge:R:1 method="wB97M-V/def2-TZVPD" e_lumo_ev=-2.915 total_energy_ev=-95319.42772 max_force_ha_per_bohr=0.02114 total_charge=+1 e_homo_ev=-11.49 spin_multiplicity=1
C -0.3123 4.1656 -1.9033 -0.157 0.008 0.079 -1.1863
C -0.1850 3.3906 -3.2141 -0.081 0.503 0.334 -0.7269
C 0.4899 2.0435 -3.0278 0.028 0.044 0.136 0.8363
C 0.2990 1.1076 -4.2240 -0.085 -0.106 -0.013 -1.5840
C -0.5542 -0.1241 -3.8789 -0.262 0.055 0.016 0.9002
C 0.0941 -1.4747 -4.1433 0.060 0.009 0.043 -1.0723
C -0.8317 -2.6487 -3.7881 -0.048 -0.009 -0.043 -0.7629
C -0.2042 -3.8343 -3.0179 -0.217 -0.205 -0.195 -0.7491
C -0.7953 -4.1494 -1.6329 0.136 0.523 -0.029 -1.3210
C -0.0625 -3.4479 -0.4833 -0.153 -0.161 0.061 -0.7132
C -0.1785 -1.9264 -0.5012 0.131 -0.035 0.159 -0.3998
C 0.5552 -1.2223 0.6728 0.001 -0.392 -0.334 0.6380
C -0.3090 -0.0708 1.2635 0.451 0.054 -0.056 1.6373
C -1.1843 0.6983 0.2526 -0.356 -0.153 0.121 -0.7979
N -2.5482 0.1760 0.2048 0.148 -0.052 -0.155 -0.3683
C 0.5626 0.9930 1.9247 -0.102 -0.164 0.235 -2.5836
N 1.7953 0.4004 2.5586 -0.230 0.100 0.175 0.3638
P 1.2501 -0.6982 3.9465 0.031 -0.604 0.099 0.1692
N 1.3148 -2.2119 3.7084 -0.147 0.220 0.325 -0.5937
C 2.7812 -0.1098 1.4810 0.587 0.388 -0.627 2.3551
C 3.7485 -1.1424 2.0676 -0.050 -0.183 0.327 -2.2331
C 4.3009 -0.9023 3.4888 -0.019 0.089 -0.024 -1.9114
C 5.7917 -1.1928 3.5770 -0.008 -0.508 -0.284 -0.9004
S 6.5387 -0.6253 5.0600 0.056 0.081 -0.415 1.2408
O 7.8500 -1.1691 5.1364 -0.280 0.340 0.127 -0.6263
O 6.2334 0.7698 5.1840 0.238 0.149 0.144 -0.6031
O 5.6311 -1.3810 6.1136 -0.173 -0.361 0.498 -0.5035
C 3.4852 1.1761 0.9391 -0.005 0.102 0.244 -1.5062
C 4.7806 1.7717 1.5272 -0.092 0.307 -0.020 1.1439
C 4.7240 3.2815 1.2595 0.085 -0.040 -0.230 -1.8222
C 6.0563 1.2137 0.8780 0.064 0.006 0.014 -1.7651
C 1.9542 -0.6755 0.2851 -0.598 0.039 0.239 -0.0233
P 2.9824 -1.8073 -0.7318 0.757 0.431 -0.650 0.3483
S 4.4397 -0.9795 -1.7262 -0.192 -0.086 0.174 -0.2952
H -0.4676 5.2306 -2.0750 0.011 -0.005 0.012 0.4236
H -1.1665 3.8140 -1.3172 0.047 -0.071 0.049 0.1810
H 0.5827 4.0521 -1.2860 0.056 0.048 -0.031 0.2079
H -1.1827 3.2425 -3.6346 0.037 0.028 -0.093 0.2675
H 0.3656 4.0204 -3.9162 0.043 -0.242 -0.176 0.5116
H 0.0698 1.5809 -2.1201 0.157 0.126 -0.284 -0.9452
H 1.5472 2.2002 -2.8142 0.152 0.051 0.021 0.6969
H 1.2646 0.8045 -4.6319 0.007 -0.089 0.036 0.4225
H -0.1983 1.6765 -5.0121 0.089 -0.052 -0.100 0.4879
H -1.5051 -0.0931 -4.4177 -0.025 0.006 0.005 0.5105
H -0.8245 -0.0649 -2.8141 -0.067 -0.157 -0.136 -0.7187
H 1.0217 -1.5451 -3.5717 0.204 0.032 0.061 0.2536
H 0.3858 -1.5129 -5.1951 0.078 -0.089 0.021 0.6309
H -1.2436 -3.0473 -4.7155 -0.127 0.082 -0.003 0.6368
H -1.6909 -2.2483 -3.2399 0.014 -0.104 0.113 0.1794
H -0.3466 -4.7266 -3.6295 0.146 -0.006 -0.003 0.4102
H 0.8793 -3.7041 -2.9330 0.033 0.002 -0.035 0.3495
H -1.8493 -3.8533 -1.6259 -0.018 -0.086 0.051 0.4436
H -0.7663 -5.2252 -1.4600 0.024 0.000 0.051 0.4652
H 0.9877 -3.7611 -0.5142 -0.100 -0.095 0.199 0.4401
H -0.4862 -3.7868 0.4668 0.153 -0.109 0.037 0.4142
H 0.1776 -1.5312 -1.4543 -0.129 0.132 -0.086 -0.9261
H -1.2409 -1.7109 -0.4293 -0.091 0.124 -0.061 0.8270
H 0.7081 -1.9944 1.4294 -0.086 0.121 0.198 0.4047
H -0.9910 -0.4940 2.0046 -0.037 -0.050 -0.067 0.6056
H -1.2191 1.7436 0.5706 0.039 0.082 -0.095 0.9340
H -0.7121 0.6827 -0.7359 -0.061 -0.008 0.262 -0.8107
H -2.7888 -0.1433 -0.7244 -0.165 -0.007 -0.016 0.0197
H -3.2225 0.8766 0.4780 -0.052 -0.011 -0.032 0.3510
H 0.8871 1.7510 1.2171 0.046 -0.056 -0.053 0.1978
H 0.0158 1.4975 2.7219 -0.022 0.147 -0.084 0.3091
H 2.2833 1.1877 2.9960 0.108 -0.124 0.079 0.6893
H 1.9733 -0.1139 4.9903 0.035 0.215 0.033 0.1466
H -0.0275 -0.1713 4.0435 -0.154 0.186 -0.051 0.1443
H 1.9360 -2.7190 4.3284 0.043 -0.160 -0.239 0.3056
H 3.2668 -2.1198 2.0749 -0.021 0.061 -0.011 1.0368
H 4.5755 -1.2110 1.3598 0.054 0.101 -0.021 0.7814
H 4.1014 0.1028 3.8656 0.169 0.152 -0.143 0.7301
H 3.8050 -1.5844 4.1799 0.024 0.020 -0.003 0.6074
H 5.9662 -2.2705 3.5661 0.067 0.019 -0.130 0.4493
H 6.3615 -0.7488 2.7670 0.056 0.129 -0.109 0.3260
H 5.0081 -0.7524 6.5014 0.101 0.079 0.156 0.3761
H 2.7396 1.9736 0.9986 -0.060 -0.004 -0.187 -0.1614
H 3.6560 1.0191 -0.1269 0.073 -0.027 0.037 0.4100
H 4.8361 1.6859 2.6148 -0.058 -0.329 0.084 -0.1041
H 4.6065 3.4586 0.1867 -0.036 0.008 -0.002 0.4306
H 5.6584 3.7574 1.5536 -0.054 0.053 0.134 0.4646
H 3.8875 3.7622 1.7692 0.045 0.056 0.103 0.4200
H 6.8686 1.1312 1.5980 0.037 -0.066 0.052 0.3267
H 6.4093 1.9094 0.1148 -0.056 -0.043 -0.079 0.5055
H 5.9058 0.2631 0.3671 0.035 -0.077 0.156 0.3580
H 1.7775 0.1552 -0.4107 0.044 -0.011 -0.056 0.1542
H 3.3909 -2.8190 0.1339 -0.200 -0.272 0.090 0.1286
H 2.0670 -2.4522 -1.5398 -0.232 -0.094 -0.138 -0.2510
C -3.5771 1.8825 -2.6552 0.185 -0.092 -0.086 -0.4541
O -4.0782 0.5597 -2.8846 -0.020 0.038 0.130 0.0342
C -5.3349 0.5180 -3.3548 -0.306 0.036 -0.151 0.5236
O -6.0236 1.4810 -3.5858 0.279 -0.399 0.135 -0.5506
O -5.6739 -0.7627 -3.5140 0.041 0.329 0.051 -0.2957
C -7.0017 -0.9709 -4.0306 0.049 -0.038 -0.015 -0.7219
H -2.5578 1.7393 -2.2997 -0.034 0.048 -0.017 -0.3484
H -3.5666 2.4567 -3.5795 -0.080 0.012 0.005 0.5033
H -4.1675 2.4053 -1.9047 -0.068 0.007 -0.029 0.4697
H -7.1014 -0.5146 -5.0125 0.010 0.031 0.003 0.3090
H -7.7449 -0.5519 -3.3567 0.011 0.036 0.023 0.2907
H -7.1169 -2.0476 -4.1002 0.012 0.010 0.010 0.2392
C -6.2100 0.6083 0.2113 0.168 -0.020 0.004 -0.6287
O -6.4974 1.3443 1.4020 0.023 0.003 0.021 -0.3337
C -7.0369 0.6072 2.3791 -0.029 -0.021 -0.030 0.7338
O -7.2664 -0.5720 2.3164 0.019 0.039 0.019 -0.5392
O -7.2683 1.4003 3.4200 0.027 -0.015 -0.018 -0.3325
C -7.8697 0.7415 4.5431 -0.022 0.047 0.057 -0.6297
H -5.7863 1.3265 -0.4814 0.011 0.112 -0.066 0.1379
H -5.4951 -0.1881 0.4171 -0.044 -0.051 0.001 0.3074
H -7.1119 0.1829 -0.2142 -0.130 -0.078 -0.001 0.4270
H -7.2224 -0.0512 4.9121 -0.003 -0.021 -0.020 0.2964
H -8.8354 0.3245 4.2673 0.005 -0.022 -0.017 0.3018
H -7.9931 1.5126 5.2965 -0.001 0.001 -0.001 0.2210

---

16
Properties=species:S:1:pos:R:3:forces:R:3:nbo_charge:R:1 method="wB97M-V/def2-TZVPD" e_lumo_ev=0.776 total_energy_ev=-9876.30274 max_force_ha_per_bohr=0.06288 e_above_lowest_kj_mol=362.6 e_homo_ev=-8.02 spin_multiplicity=1
C -0.9912 2.2933 0.1528 -0.161 0.179 0.075 -0.4179
N -0.4813 1.0014 -0.2822 1.079 -1.102 0.825 -0.5925
C -1.1040 -0.0892 0.1000 -0.436 0.544 -1.544 0.5641
O -0.8655 -1.3260 -0.2742 0.225 1.031 0.806 -0.4445
C 0.4720 -1.6312 -0.7548 0.412 -0.205 0.056 -0.1180
C 1.4626 -1.3866 0.4059 0.253 -1.515 -1.312 -0.0467
O 1.3508 -0.1720 0.8957 -0.633 3.154 0.327 -0.8606
H -0.5846 2.5658 1.1358 -0.038 -0.075 -0.226 0.2122
H -0.6867 3.0530 -0.5744 -0.082 -0.175 0.161 0.2154
H -2.0873 2.2904 0.2090 0.215 -0.016 -0.007 0.1948
H -2.0778 -0.0088 0.5732 -0.061 0.010 0.150 0.1704
H 0.4091 -2.6727 -1.0850 0.049 0.222 0.066 0.1984
H 0.6945 -0.9744 -1.6069 -0.079 -0.094 0.146 0.1787
H 1.3168 -2.1529 1.1717 -0.224 -0.388 0.230 0.1361
H 2.4580 -1.5775 -0.0038 0.424 -0.385 -0.425 0.1304
H 0.7146 0.7875 -0.0629 -0.943 -1.187 0.673 0.4798

---

9
Properties=species:S:1:pos:R:3:forces:R:3:nbo_charge:R:1 method="wB97M-V/def2-TZVPD" e_lumo_ev=5.513 total_energy_ev=-31392.12652 max_force_ha_per_bohr=0.07369 e_above_lowest_kj_mol=10.2 total_charge=-2 e_homo_ev=0.42 spin_multiplicity=1
C 0.8263 0.8418 0.0905 1.499 -1.585 -2.086 0.8628
C 2.5568 -0.9130 -0.0072 0.097 1.425 -0.420 0.4757
N 1.5704 0.0898 -0.4919 0.671 -1.839 0.959 -0.6396
O 0.1390 1.7246 0.2909 -2.072 2.650 1.743 -0.5033
O 2.3734 -1.5604 0.9942 -0.689 -0.253 0.336 -0.6509
O -2.4900 0.2974 -0.1499 -2.362 0.205 -0.195 -1.0681
S 3.9504 -0.8309 -0.9722 0.789 -0.348 -0.508 -0.5494
S -4.0876 0.5602 -0.3776 1.157 -0.964 1.116 0.1105
H -4.8388 -0.2094 0.6232 0.910 0.710 -0.945 -0.0378

---

16
Properties=species:S:1:pos:R:3:forces:R:3:nbo_charge:R:1 method="wB97M-V/def2-TZVPD" e_lumo_ev=1.117 total_energy_ev=-7856.55608 max_force_ha_per_bohr=0.01580 smiles="C=C1NC=C[C@H]1C" e_above_lowest_kj_mol=154.7 e_homo_ev=-7.69 spin_multiplicity=1
C -0.3868 -1.8102 -0.8855 0.023 0.075 -0.100 -0.5357
C -0.1108 -0.5088 -0.7759 -0.237 -0.094 0.128 0.2226
N -0.0101 0.5373 -1.7217 0.039 -0.224 0.069 -0.6108
C -0.1914 1.7583 -1.0362 0.058 0.038 -0.043 -0.0098
C -0.1074 1.5993 0.2872 0.139 0.015 -0.102 -0.2837
C 0.3327 0.1724 0.4989 0.022 -0.157 -0.028 -0.2897
C 0.2298 -0.5258 1.8463 -0.055 0.005 0.000 -0.6040
H -0.6315 -2.3571 0.0207 0.450 0.033 -0.095 0.2091
H -0.3468 -2.3838 -1.8002 -0.409 0.219 -0.209 0.2043
H -0.3681 0.4431 -2.6587 -0.053 -0.145 0.153 0.3975
H -0.2684 2.6758 -1.6065 -0.222 -0.150 0.048 0.2105
H -0.2104 2.3709 1.0419 0.192 -0.150 -0.179 0.2236
H 1.3945 0.1368 0.1855 0.236 0.410 0.661 0.2203
H 0.5020 0.1777 2.6437 -0.046 -0.168 -0.169 0.2162
H 0.9366 -1.3624 1.8849 -0.161 0.124 0.018 0.2175
H -0.7638 -0.9237 2.0756 0.026 0.167 -0.150 0.2118

---

12
Properties=species:S:1:pos:R:3:forces:R:3:nbo_charge:R:1 method="wB97M-V/def2-TZVPD" e_lumo_ev=0.794 total_energy_ev=-8336.18583 max_force_ha_per_bohr=0.04665 e_above_lowest_kj_mol=412.5 e_homo_ev=-7.95 spin_multiplicity=1
O 1.6883 0.8373 -0.0542 0.115 0.033 -0.190 -0.6635
C 0.4886 0.1957 0.0331 -0.812 0.743 -0.602 0.2585
C 0.2343 -1.1496 -0.4165 -0.984 0.240 -0.472 -0.5202
C -0.8655 0.2201 -0.8642 1.179 -2.046 0.423 -0.0088
O -1.6292 0.4032 0.3009 -0.032 -0.051 0.089 -0.5199
C -0.4683 0.7008 1.0784 0.131 0.155 0.457 -0.0810
H 2.2757 0.3728 -0.6627 -0.104 -0.010 0.091 0.4820
H 0.9983 -1.5976 -1.0760 -0.834 0.438 -0.118 0.2139
H -0.3984 -1.8294 0.1264 0.292 -0.186 0.562 0.2248
H -1.5024 -0.1247 -1.6871 1.034 0.671 -0.383 0.2322
H -0.5047 0.1925 2.0427 0.213 0.037 -0.035 0.1907
H -0.3167 1.7791 1.1792 -0.198 -0.024 0.179 0.1912

---

13
Properties=species:S:1:pos:R:3:forces:R:3:nbo_charge:R:1 method="wB97M-V/def2-TZVPD" e_lumo_ev=0.642 total_energy_ev=-18058.49292 max_force_ha_per_bohr=0.09083 smiles="[H]/N=C/[C@@H](C#N)SC" e_above_lowest_kj_mol=239.3 e_homo_ev=-9.38 spin_multiplicity=1
H -1.5008 -0.4720 -3.6214 0.846 0.200 2.195 0.3651
N -1.4218 -0.1850 -2.5848 -0.982 -0.666 -1.709 -0.5721
C -0.7094 -0.8472 -1.7869 -0.136 1.621 -0.313 0.1178
C -0.6051 -0.3924 -0.3827 -1.109 -0.324 3.883 -0.4717
C -1.2028 -1.4181 0.6548 1.411 2.084 -2.808 0.2622
N -1.6276 -2.1662 1.3977 -0.555 -0.931 1.061 -0.3233
S 1.1584 -0.1523 -0.0312 0.592 0.500 -0.038 0.2163
C 1.2036 0.7790 1.5548 2.056 2.821 -3.104 -0.7155
H 0.0843 -1.5339 -1.9251 0.357 -1.536 -1.185 0.1697
H -1.1139 0.5409 -0.0991 -0.070 -0.222 -0.802 0.2675
H 2.3278 0.9600 1.7119 -1.970 -0.605 0.382 0.2520
H 0.6139 0.2645 2.1702 -1.191 -2.691 3.325 0.2142
H 0.6562 1.7515 1.5823 0.751 -0.250 -0.888 0.2178